The following is a quantum chemistry calculation of C5H39N2O14 as an isolated structure in a non-equilibrium geometry, from OMol25.

Geometry as XYZ:
```
60
Properties=species:S:1:pos:R:3:forces:R:3
C 0.290 -1.347 -0.727 0.3 -0.4 -0.3
O 0.883 -2.618 -0.606 0.2 0.0 0.1
C -0.221 -0.895 0.686 -0.7 -0.7 0.4
C -0.881 0.512 0.718 0.2 0.8 -0.5
C 0.174 1.592 0.433 -3.8 -3.7 -3.8
C 1.189 2.996 -1.280 -1.1 1.6 -2.8
N -0.007 2.217 -0.907 1.5 -1.3 1.5
N -1.108 -1.916 1.177 -0.2 -0.2 -1.0
H -0.534 -1.419 -1.439 -0.3 0.2 0.2
H 1.022 -0.632 -1.115 -0.1 0.2 0.2
H 0.667 -0.878 1.328 0.0 -0.1 -0.1
H -1.284 0.625 1.732 0.2 -0.1 -0.1
H -1.737 0.596 0.036 0.2 -0.2 0.0
H 1.171 1.156 0.572 -1.7 -0.1 0.1
H 0.137 2.402 1.174 -0.5 0.6 -0.6
H 1.109 3.373 -2.299 -0.7 0.4 0.1
H 1.308 3.819 -0.581 0.0 0.2 -0.1
H 2.081 2.364 -1.243 -1.2 1.2 -1.5
H -0.269 1.455 -1.681 0.0 0.6 -0.4
H -2.005 -1.982 0.645 0.6 0.6 0.7
H -0.670 -2.840 1.126 0.0 0.4 0.4
H 1.283 -2.194 3.523 -0.3 -0.2 0.4
H -0.195 -1.916 3.743 -0.7 -0.1 -0.2
O 0.647 -1.787 4.169 0.8 0.1 -0.2
H -1.121 -3.431 -2.726 0.3 -0.3 0.3
H -3.511 -0.287 -3.454 0.3 0.0 0.4
O -2.980 -0.375 -2.644 0.3 0.5 -0.2
H -0.593 1.012 -3.669 0.1 -0.1 -0.1
H -2.084 0.291 -2.732 -0.6 -0.7 -0.3
O -1.030 1.086 -2.819 0.1 -0.2 -0.1
H -0.880 2.771 -0.920 -0.1 0.3 -0.2
H -0.026 -3.759 -1.661 -0.1 0.2 -0.1
O -0.683 -4.159 -2.255 -0.5 0.1 -0.3
H -3.444 -2.520 -0.706 -0.5 0.3 0.1
H -3.628 -1.082 -1.127 -0.1 -0.3 0.0
O -3.797 -1.678 -0.365 0.6 -0.4 -0.2
H 2.287 0.242 2.552 0.0 -0.3 0.3
H 1.292 -0.217 3.707 0.1 -0.1 0.1
O 1.774 0.554 3.340 -0.2 0.8 -0.5
H 3.147 -1.107 -1.585 0.2 0.1 -0.1
H 1.886 -2.530 -0.793 -0.5 0.5 0.1
O 3.223 -1.776 -0.903 0.3 0.1 0.8
H 1.763 -3.202 1.454 0.0 -0.2 0.0
H 2.584 -1.989 1.897 0.0 -0.6 0.2
O 2.241 -2.870 2.224 0.1 0.8 -0.3
H -3.651 0.773 -1.524 -0.3 0.2 0.0
H -3.883 0.986 -0.021 -0.2 -0.1 0.3
O -4.014 1.417 -0.866 0.2 -0.1 -0.2
H 0.867 1.792 2.708 0.3 -0.7 0.4
H 0.391 3.192 3.122 -0.2 0.5 0.1
O 0.388 2.596 2.364 0.9 1.8 4.8
H 3.226 -1.255 0.035 0.1 -0.2 -1.1
H 4.023 -0.336 1.522 -0.3 -0.1 -0.1
O 3.106 -0.441 1.222 0.4 0.1 0.2
H 2.762 0.884 0.372 0.7 -0.1 0.9
H 2.108 2.324 0.692 1.2 -0.1 -0.2
O 2.448 1.751 -0.016 4.9 -1.8 2.7
H -2.991 2.763 -1.341 -0.3 -0.1 -0.1
H -1.926 2.623 -2.443 -0.4 0.2 0.0
O -2.324 3.277 -1.826 0.6 0.2 -0.1
```
Positions in Å, forces in eV/Å.

Computed properties:
- <S²>: 0.75
- Multiplicity: 2
- Net charge: 0
- Frontier orbital gap (alpha / beta): 10.4 / 4.0 eV
- Highest occupied orbital energy (alpha / beta): -10.41 / -9.27 eV
- Strongest force on any atom: 0.1269 Eh/bohr
- LUMO level (alpha / beta): -0.04 / -5.27 eV

Mulliken atomic charge list, values in e, 4 entries: number 1, C, carries -0.04; number 2, O, carries -0.68; number 3, C, carries 1.92; number 4, C, carries -0.39